No. 1
100
Properties=species:S:1:pos:R:3:forces:R:3:lowdin_charge:R:1 method="wB97M-V/def2-TZVPD" gap_ev=6.44 homo_energy_ev=-9.590 charge=+1 e_above_lowest_kj_mol=170.8
Ti -0.26948 -0.05420 -0.07182 1.44 -0.44 0.28 1.179
O 0.57233 2.89451 -3.44529 -0.37 0.48 0.09 0.023
C -0.19973 3.83733 -2.87580 0.04 -0.13 0.07 -0.255
C -0.29536 5.03191 -3.60157 0.00 0.05 -0.04 -0.003
C -1.05318 6.08453 -3.14124 0.02 0.03 -0.03 -0.063
C -1.75406 5.98228 -1.93493 -0.02 0.13 -0.06 -0.085
C -1.67698 4.81569 -1.21555 0.02 0.06 0.05 -0.041
C -0.90371 3.72598 -1.65498 0.23 0.01 -0.23 -0.077
C -0.92575 2.50422 -0.84929 -0.04 -0.43 -0.08 -0.388
O -0.15136 1.48458 -1.16854 -0.49 1.50 -0.39 -0.202
N -1.75362 2.43055 0.15395 -0.24 0.03 0.28 0.103
N -1.70643 1.17064 0.73349 0.21 0.61 -0.46 -0.097
C -2.58328 0.90699 1.62396 -0.22 -0.26 0.23 -0.063
C -2.82667 -0.41770 2.15505 0.14 0.25 -0.15 -0.127
C -3.73641 -0.60878 3.19547 -0.13 0.22 0.14 -0.024
C -4.11664 -1.87563 3.57318 -0.02 -0.24 -0.04 -0.069
C -3.63940 -2.97016 2.84766 -0.07 0.06 0.03 -0.049
C -2.74691 -2.79808 1.80574 0.13 -0.30 -0.04 -0.003
C -2.27756 -1.52732 1.49850 -0.05 0.29 -0.18 -0.260
O -1.35471 -1.32607 0.55422 -1.13 -0.87 0.82 -0.197
H 0.70060 2.10395 -2.89584 0.05 -0.34 0.18 -0.023
H 0.24749 5.08687 -4.53939 -0.05 0.02 0.11 0.127
H -1.10444 7.00005 -3.72243 0.00 -0.10 0.05 0.112
H -2.36035 6.80863 -1.58207 0.07 -0.08 -0.01 0.104
H -2.22147 4.70934 -0.28490 0.04 -0.01 -0.08 0.106
H -3.24487 1.70976 1.92447 -0.08 0.16 0.06 0.142
H -4.15116 0.26126 3.69831 0.04 -0.09 -0.06 0.123
H -4.80891 -2.02131 4.39063 0.01 0.00 -0.02 0.110
H -3.98354 -3.97019 3.08668 0.01 0.07 0.01 0.115
H -2.41186 -3.64125 1.21435 0.01 0.07 0.12 0.103
C 4.14224 -3.52129 -0.53705 0.00 -0.02 -0.05 -0.081
C 3.75410 -3.08180 -1.94648 -0.08 0.16 0.23 -0.236
N 3.63128 -1.63363 -2.07436 0.08 -0.05 -0.07 -0.018
C 2.45449 -0.96346 -2.23513 -0.13 0.18 -0.17 -0.864
S 2.48945 0.65071 -2.81121 0.30 -0.33 0.04 0.692
N 1.37836 -1.67220 -1.98280 0.09 -0.35 0.37 -0.059
N 0.16603 -1.04584 -1.90073 -0.16 -0.06 -0.42 -0.054
C -0.72284 -1.37101 -2.77636 0.07 0.06 -0.03 -0.226
C -0.39234 -2.21682 -3.95916 0.03 0.02 -0.12 0.005
C -2.09778 -0.85433 -2.62998 0.12 0.03 0.05 -0.195
C -3.08787 -1.20675 -3.52968 -0.17 -0.20 -0.26 0.009
C -4.34461 -0.63613 -3.41128 -0.06 0.00 -0.04 -0.030
C -4.56994 0.27175 -2.39535 -0.09 0.00 -0.01 -0.024
C -3.53399 0.54140 -1.51553 0.06 0.00 0.06 -0.083
N -2.33018 -0.01114 -1.62021 0.12 -0.10 0.05 0.107
H 4.13332 -4.61391 -0.46163 0.01 0.12 0.02 0.076
H 3.43096 -3.10780 0.18291 0.02 -0.05 -0.04 0.040
H 5.14549 -3.17162 -0.28000 -0.08 0.00 0.02 0.076
H 2.79648 -3.52294 -2.21387 -0.02 0.00 -0.06 0.097
H 4.49566 -3.43361 -2.66350 0.03 0.01 -0.05 0.116
H 4.42912 -1.11532 -2.39249 0.11 0.03 -0.12 0.103
H 0.67765 -2.35881 -4.02466 0.09 -0.03 0.00 0.078
H -0.73387 -1.72719 -4.87332 -0.04 -0.07 0.05 0.100
H -0.87256 -3.19700 -3.88646 -0.03 0.05 -0.01 0.103
H -2.88515 -1.92544 -4.31320 -0.02 0.11 0.04 0.115
H -5.13067 -0.88928 -4.11085 0.02 -0.02 0.01 0.119
H -5.52718 0.76306 -2.27127 0.08 -0.04 -0.01 0.116
H -3.67980 1.24808 -0.70862 0.01 -0.04 0.00 0.107
C -0.56839 2.78928 3.23684 0.01 0.04 -0.09 -0.025
N 0.23768 3.33100 2.16835 -0.09 -0.03 0.41 -0.078
C 0.52816 4.75555 2.13032 -0.03 -0.04 -0.17 -0.087
C 1.79730 4.81577 1.27605 -0.04 -0.19 0.00 -0.078
N 1.94516 3.44114 0.78121 0.05 0.29 -0.43 -0.048
C 2.55298 3.25978 -0.53844 0.03 0.00 0.21 -0.026
C 1.03307 2.62592 1.34628 -0.01 -0.16 0.21 -0.356
N 0.95895 1.30483 1.22538 -0.10 -0.78 -0.39 0.008
C 2.22228 0.61863 0.92776 -0.09 -0.03 0.12 -0.226
C 2.19782 -0.66791 1.69626 0.06 -0.34 -0.20 -0.221
N 1.23093 -1.56145 1.04286 0.03 0.48 0.02 0.052
C 1.09247 -2.76354 1.54537 -0.15 -0.06 -0.03 -0.328
N 0.37532 -3.77318 0.97243 -0.12 0.17 0.01 -0.069
C -0.13873 -3.85664 -0.38359 0.18 0.02 0.09 -0.027
C 0.15304 -4.87832 1.88948 0.07 0.23 -0.01 -0.113
C 1.17546 -4.61432 2.98186 0.14 0.13 -0.08 -0.116
N 1.58345 -3.22049 2.76446 0.08 -0.06 0.15 -0.063
C 2.89273 -2.91134 3.35911 -0.15 -0.05 -0.11 -0.042
H -0.23695 3.19673 4.19459 0.01 0.01 0.01 0.097
H -0.46216 1.70847 3.25356 0.01 -0.04 -0.02 0.082
H -1.61887 3.05237 3.09569 0.02 -0.01 0.00 0.085
H 0.68964 5.13466 3.13695 0.01 -0.01 0.10 0.124
H -0.30406 5.30616 1.68835 -0.03 0.03 -0.04 0.121
H 2.67434 5.10378 1.85019 0.10 0.05 0.07 0.126
H 1.69811 5.50064 0.43839 -0.03 0.03 -0.11 0.124
H 2.11997 3.97670 -1.24189 -0.01 -0.01 0.05 0.095
H 2.37759 2.26184 -0.92816 -0.01 0.08 0.04 -0.014
H 3.62950 3.43067 -0.48610 -0.03 -0.01 0.04 0.105
H 3.08195 1.20862 1.22917 0.15 0.22 -0.05 0.136
H 2.33693 0.37655 -0.13750 0.15 0.13 -0.08 0.061
H 1.89402 -0.44968 2.71965 0.02 0.02 0.16 0.117
H 3.20532 -1.08032 1.69859 0.05 -0.11 -0.05 0.109
H 0.54322 -3.35010 -1.06086 0.06 0.01 0.00 0.057
H -1.12902 -3.42277 -0.49820 -0.12 0.00 0.04 0.066
H -0.18835 -4.91234 -0.65033 0.04 -0.02 0.01 0.099
H 0.31922 -5.82533 1.38351 0.00 -0.11 -0.05 0.124
H -0.86497 -4.86992 2.28298 -0.07 0.00 0.01 0.108
H 2.03619 -5.28235 2.89550 0.05 0.01 -0.04 0.125
H 0.75561 -4.72344 3.97879 0.01 -0.04 0.07 0.126
H 3.02144 -3.58228 4.20553 -0.03 -0.01 0.00 0.093
H 2.95610 -1.89945 3.73837 -0.02 0.00 0.02 0.073
H 3.71716 -3.08996 2.66148 -0.05 -0.03 0.02 0.091

---

No. 2
91
Properties=species:S:1:pos:R:3:forces:R:3:lowdin_charge:R:1 method="wB97M-V/def2-TZVPD" gap_ev="5.64 / 2.80" homo_energy_ev="-12.189 / -12.189" charge=+2 multiplicity=3 e_above_lowest_kj_mol=43.2
W 1.80019 -1.72104 0.19904 2.02 -0.41 -1.92 1.619
C 2.49410 -0.77803 -1.67556 0.47 0.83 0.07 -0.239
C 2.21497 0.15779 -0.60366 0.51 -0.42 -0.71 -0.296
C 0.83797 0.76214 -0.52448 0.39 1.43 -0.24 -0.263
C -0.21058 -0.00168 0.30683 -0.94 0.75 0.24 -0.307
C -0.27847 -1.50835 0.21217 0.00 -0.85 0.38 -0.321
C 0.06336 -2.22807 -0.98778 -0.98 -0.31 -0.05 -0.273
C 0.10295 -1.55657 -2.34338 -0.23 -0.10 -1.02 -0.160
C 1.50812 -1.03926 -2.78768 -0.09 -0.31 -0.86 -0.160
C 2.34739 -1.64474 2.16441 0.18 -0.78 1.18 -0.227
H 3.54170 -0.92835 -1.93201 -0.26 -0.04 0.13 0.091
H 3.05068 0.67993 -0.12580 -0.22 -0.08 -0.20 0.130
H 0.44263 0.98202 -1.52981 0.23 -0.40 0.32 0.082
H 0.97663 1.76256 -0.06834 -0.16 -0.77 -0.13 0.061
H -0.12759 0.29700 1.36565 0.06 -0.25 -0.28 0.095
H -1.20283 0.38743 0.00174 0.38 -0.13 -0.09 0.044
H -0.85636 -2.02479 0.98463 0.14 0.24 -0.17 0.102
H -0.21110 -3.28686 -0.99840 -0.09 0.45 0.15 0.112
H -0.65195 -0.74729 -2.43115 0.39 -0.36 0.36 0.120
H -0.22568 -2.30501 -3.09227 0.23 0.37 0.41 0.131
H 1.92734 -1.77079 -3.50868 -0.01 0.31 0.66 0.129
H 1.37830 -0.12226 -3.40086 0.05 -0.26 0.40 0.130
H 3.38094 -1.99036 2.30325 -0.11 0.12 0.10 0.029
H 1.67168 -2.32265 2.70791 0.23 0.07 0.18 0.036
H 2.24391 -0.62641 2.56241 0.00 -0.04 -0.12 0.039
P -2.97624 -0.04680 1.76415 -2.99 -0.15 1.48 1.107
P -1.19138 2.96243 0.25406 -1.58 0.60 -1.15 1.113
N -4.21151 -1.11527 1.15664 0.23 -0.36 -0.70 -0.272
N -3.83652 0.29384 3.26557 0.56 0.59 0.41 -0.269
N -1.84530 3.04167 -1.34834 0.42 -0.35 -0.39 -0.273
N -1.03659 4.72230 0.38418 0.34 1.31 1.11 -0.195
C -3.56380 1.44653 0.84008 0.23 0.23 -0.33 -0.386
C -2.79224 2.75540 1.13161 0.07 0.12 0.51 -0.361
C -4.13332 -2.50960 1.27386 -0.92 0.27 -0.56 -0.136
C -5.35196 -3.04786 0.89015 0.70 0.64 0.28 -0.073
C -6.21627 -1.96241 0.53495 1.04 0.72 0.35 -0.061
C -5.49586 -0.79209 0.70945 -0.13 -1.02 -0.21 -0.151
C -3.24883 0.15184 4.52703 -0.87 0.34 0.12 -0.154
C -4.16824 0.52975 5.49167 0.26 -0.07 -0.85 -0.082
C -5.37142 0.92699 4.81059 1.01 -0.24 -1.08 -0.063
C -5.13356 0.78979 3.44881 0.35 -0.03 0.99 -0.132
C -1.05409 2.93195 -2.50204 -1.02 -0.21 -0.54 -0.128
C -1.89282 2.99249 -3.60694 0.47 0.26 0.89 -0.054
C -3.22382 3.24421 -3.13826 0.63 -0.15 1.24 -0.043
C -3.16608 3.24050 -1.75370 -0.19 0.03 -0.75 -0.164
C -1.83631 5.74055 -0.16672 1.04 -1.60 0.78 0.040
C -1.51613 6.93926 0.45937 1.96 0.32 2.06 0.044
C -0.48597 6.65785 1.42083 -1.88 2.24 -1.25 0.031
C -0.21336 5.30493 1.36183 -1.33 -1.64 -1.77 0.008
H -4.62424 1.64139 1.07131 0.62 -0.14 -0.08 0.063
H -3.51094 1.16850 -0.22439 -0.05 0.22 0.20 0.078
H -3.44395 3.62589 0.94712 0.29 -0.28 0.03 0.085
H -2.49437 2.83051 2.18946 -0.32 -0.15 0.00 0.085
H -3.20193 -2.96935 1.57617 -0.21 -0.03 0.08 0.093
H -5.60725 -4.09446 0.87047 0.07 0.00 0.01 0.100
H -7.24055 -2.01639 0.20262 0.06 -0.06 -0.02 0.103
H -5.78090 0.22910 0.50342 -0.07 -0.32 0.05 0.091
H -2.23218 -0.21083 4.58970 -0.14 0.00 0.16 0.091
H -4.00369 0.55118 6.55877 0.00 -0.11 -0.11 0.098
H -6.28461 1.28829 5.25496 0.03 -0.05 -0.01 0.100
H -5.77158 1.01400 2.60749 -0.02 -0.18 0.25 0.089
H 0.02216 2.83292 -2.40794 -0.29 -0.01 -0.18 0.104
H -1.59878 2.85740 -4.63488 0.09 0.20 0.01 0.105
H -4.11043 3.44282 -3.72302 0.10 -0.24 0.01 0.112
H -3.96917 3.31718 -1.02843 0.22 0.06 -0.33 0.108
H -2.55899 5.53561 -0.93814 -0.04 -0.13 -0.14 0.133
H -1.97952 7.88974 0.26064 0.08 0.11 -0.03 0.130
H -0.02433 7.37814 2.08179 0.00 -0.09 -0.09 0.132
H 0.46765 4.67648 1.91546 0.08 0.13 0.08 0.139
C 7.55926 -1.20042 -0.26063 0.18 0.10 -0.01 -0.078
N 6.47632 -1.91861 -0.91275 -0.40 -0.34 0.35 -0.293
C 6.27173 -1.52129 -2.28828 0.10 0.12 0.00 -0.091
C 5.26105 -2.11558 -0.11679 1.25 0.25 -0.07 -0.180
C 4.42736 -3.23524 -0.68091 -0.06 -0.71 -0.05 -0.230
C 5.12842 -4.28250 -1.29421 -0.12 0.08 -0.14 -0.026
C 4.46344 -5.33942 -1.91992 0.06 0.14 0.17 -0.035
C 3.07527 -5.39741 -1.85971 -0.38 0.02 0.09 -0.063
C 2.36295 -4.40934 -1.17197 0.32 -0.53 -0.08 -0.101
C 3.01481 -3.31196 -0.57706 -0.83 0.43 0.05 -0.212
H 7.65585 -0.16731 -0.64556 -0.10 -0.21 0.30 0.087
H 8.51618 -1.71268 -0.45399 -0.27 0.22 0.10 0.095
H 7.39199 -1.17256 0.82466 0.15 0.04 -0.30 0.085
H 5.67302 -2.26227 -2.82782 0.12 0.11 0.04 0.082
H 5.76671 -0.54002 -2.36907 0.09 0.01 -0.04 0.084
H 7.25187 -1.43604 -2.78085 -0.38 -0.06 0.09 0.102
H 5.60491 -2.39477 0.89590 -0.24 0.12 -0.27 0.134
H 4.71970 -1.15487 -0.00740 -0.40 -0.05 0.04 0.102
H 6.21922 -4.21983 -1.32284 -0.42 -0.03 -0.02 0.130
H 5.03376 -6.10745 -2.45466 -0.26 0.30 0.30 0.124
H 2.53851 -6.22311 -2.33048 0.14 0.28 0.11 0.116
H 1.27862 -4.49008 -1.12523 0.36 -0.14 0.01 0.078

---

Q: The lowest charge belongs to which entry?
A: C36H47N12O3STi

---

Q: Which of these has the lowest charge?
A: C36H47N12O3STi